(1)
{
  "formula": "C5H9NO",
  "method": "wB97M-V/def2-TZVPD",
  "symbols": ["N", "C", "C", "C", "C", "C", "O", "H", "H", "H", "H", "H", "H", "H", "H", "H"],
  "xyz": [[0.7856, 0.7225, 0.8865], [1.5472, 0.2609, -0.1673], [0.9871, -1.1090, -0.5415], [-0.3329, -1.2138, 0.2446], [-0.5831, 0.2306, 0.7287], [-1.3330, 1.0463, -0.3260], [2.4638, 0.8531, -0.6945], [0.9381, 1.6914, 1.1356], [0.8682, -1.1702, -1.6268], [1.7161, -1.8705, -0.2490], [-0.2310, -1.8880, 1.0998], [-1.1632, -1.5756, -0.3695], [-2.3827, 0.7432, -0.3880], [-1.1126, 0.2620, 1.6862], [-1.2919, 2.1187, -0.1056], [-0.8756, 0.8981, -1.3131]],
  "relative_energy_kcal_mol": 0.8,
  "smiles": "C[C@H]1CCC(=O)N1",
  "total_energy_ev": -8869.1796,
  "multiplicity": 1,
  "lumo_energy_ev": 1.0
}

=====

(2)
{
  "formula": "CH3N3S",
  "method": "wB97M-V/def2-TZVPD",
  "symbols": ["C", "N", "N", "N", "S", "H", "H", "H"],
  "xyz": [[-0.0569, -0.3921, -1.3228], [-1.0245, 1.0702, 0.2006], [-0.4140, 0.6353, 1.0254], [0.1231, -0.0648, 1.8287], [1.1299, -1.0924, -0.5041], [-0.9383, -1.0475, -1.6089], [0.0900, 0.5815, -1.6588], [1.0907, 0.3099, 2.0399]],
  "relative_energy_kcal_mol": 38.9,
  "total_energy_ev": -16387.5945,
  "multiplicity": 1,
  "lumo_energy_ev": 0.4
}

=====

(3)
{
  "formula": "C29H48Cl2NOOsP",
  "method": "wB97M-V/def2-TZVPD",
  "symbols": ["P", "C", "C", "C", "C", "C", "C", "C", "C", "C", "C", "C", "C", "C", "C", "C", "C", "C", "C", "H", "H", "H", "H", "H", "H", "H", "H", "H", "H", "H", "H", "H", "H", "H", "H", "H", "H", "H", "H", "H", "H", "H", "H", "H", "H", "H", "H", "H", "H", "H", "H", "H", "Os", "Cl", "Cl", "C", "H", "C", "C", "C", "C", "C", "C", "H", "H", "H", "H", "H", "C", "N", "C", "C", "C", "O", "H", "H", "H", "H", "H", "H", "H", "H", "H"],
  "xyz": [[-0.3507, 1.0740, -1.8042], [-2.0016, 0.2864, -1.9828], [-2.6775, 0.9374, -3.1899], [-4.0926, 0.4023, -3.4254], [-4.2076, -1.1197, -3.4421], [-3.4446, -1.8299, -2.3112], [-2.0415, -1.2664, -2.0353], [1.0737, 0.1658, -2.4788], [1.1092, 0.3714, -3.9903], [2.4553, -0.1022, -4.5377], [2.8507, -1.5179, -4.1124], [2.5429, -1.8864, -2.6452], [1.2073, -1.3423, -2.1167], [-0.2537, 2.8619, -1.4017], [-1.3699, 3.2958, -0.4311], [-1.3406, 4.8164, -0.2364], [0.0476, 5.3975, 0.0999], [1.2498, 4.7246, -0.5917], [1.1172, 3.2098, -0.7903], [-2.4653, 0.5714, -1.0166], [-2.0653, 0.7551, -4.0858], [-2.7113, 2.0275, -3.0559], [-4.4670, 0.8031, -4.3689], [-4.7542, 0.8014, -2.6507], [-5.2622, -1.4108, -3.3966], [-3.8323, -1.4942, -4.4003], [-4.0365, -1.8013, -1.3880], [-3.3454, -2.8920, -2.5666], [-1.6555, -1.6811, -1.0891], [-1.3825, -1.6222, -2.8431], [1.9343, 0.6679, -1.9874], [3.2299, 0.5930, -4.1951], [0.9458, 1.4273, -4.2363], [0.2943, -0.1979, -4.4571], [2.4481, -0.0350, -5.6271], [3.9191, -1.6692, -4.2933], [2.3397, -2.2351, -4.7632], [2.5513, -2.9793, -2.5421], [3.3514, -1.5189, -1.9995], [1.1280, -1.4883, -1.0266], [0.3938, -1.9217, -2.5792], [-0.3773, 3.4005, -2.3616], [-2.3584, 2.9894, -0.8010], [-1.2215, 2.7777, 0.5258], [-1.6997, 5.2822, -1.1609], [-2.0534, 5.0943, 0.5484], [0.1955, 5.3458, 1.1894], [0.0510, 6.4636, -0.1640], [2.1626, 4.9323, -0.0248], [1.3871, 5.1815, -1.5770], [1.9314, 2.8491, -1.4326], [1.2130, 2.6811, 0.1678], [-0.2622, -0.7319, 2.8644], [1.5304, -0.1526, 1.5306], [-2.1254, 0.1241, 1.8898], [-0.5999, -2.3164, 1.9689], [-1.6257, -2.5637, 1.5885], [0.2201, -3.5094, 1.7017], [1.6278, -3.5067, 1.8093], [2.3358, -4.6776, 1.5624], [1.7082, -5.8811, 1.2670], [0.3037, -5.8932, 1.1696], [-0.4220, -4.7329, 1.3660], [2.1439, -2.5904, 2.0647], [3.4306, -4.6495, 1.6042], [-0.2158, -6.8114, 0.9240], [-1.5055, -4.7321, 1.2711], [2.2696, -6.7976, 1.0900], [1.4764, 1.6164, 6.9553], [0.9950, 0.3582, 6.3475], [1.2061, -0.9072, 7.0588], [0.4040, 0.3126, 5.1709], [0.2639, 1.4289, 4.2062], [-0.0071, -0.8751, 4.8133], [1.7931, 1.4076, 7.9819], [0.6599, 2.3527, 6.9592], [2.3140, 2.0454, 6.3861], [0.2471, -1.4117, 7.2243], [1.8267, -1.5773, 6.4516], [1.6911, -0.6918, 7.9967], [1.1640, 1.5217, 3.5970], [-0.6196, 1.2837, 3.5472], [0.1104, 2.3823, 4.7138]],
  "s_squared": 6.036,
  "total_energy_ev": -71186.1490,
  "multiplicity": 5,
  "lumo_energy_ev": [0.2, -1.7]
}

=====

(4)
{
  "formula": "C65H65N13",
  "method": "wB97M-V/def2-TZVPD",
  "symbols": ["N", "C", "C", "C", "C", "C", "H", "H", "H", "H", "H", "N", "C", "C", "C", "C", "C", "H", "H", "H", "H", "H", "N", "C", "C", "C", "C", "C", "H", "H", "H", "H", "H", "N", "C", "C", "C", "C", "C", "H", "H", "H", "H", "H", "N", "C", "C", "C", "C", "C", "H", "H", "H", "H", "H", "N", "C", "C", "C", "C", "C", "H", "H", "H", "H", "H", "N", "C", "C", "C", "C", "C", "H", "H", "H", "H", "H", "N", "C", "C", "C", "C", "C", "H", "H", "H", "H", "H", "N", "C", "C", "C", "C", "C", "H", "H", "H", "H", "H", "N", "C", "C", "C", "C", "C", "H", "H", "H", "H", "H", "N", "C", "C", "C", "C", "C", "H", "H", "H", "H", "H", "N", "C", "C", "C", "C", "C", "H", "H", "H", "H", "H", "N", "C", "C", "C", "C", "C", "H", "H", "H", "H", "H"],
  "xyz": [[5.5553, -1.4343, -5.4920], [6.8284, -1.4906, -5.9484], [7.9066, -0.8326, -5.2646], [7.6052, -0.0008, -4.1573], [6.3209, -0.0315, -3.6799], [5.3268, -0.7470, -4.3542], [7.0569, -2.0948, -6.8217], [8.9025, -0.8483, -5.6757], [8.3597, 0.6718, -3.7523], [6.0516, 0.5255, -2.7810], [4.3451, -0.9291, -3.9240], [2.2096, -1.4744, -6.9494], [1.1757, -0.5990, -7.0174], [0.2077, -0.4606, -6.0130], [0.2032, -1.3029, -4.9134], [1.2817, -2.1976, -4.8349], [2.2582, -2.2599, -5.8444], [1.1956, 0.1416, -7.8179], [-0.5515, 0.3179, -6.0703], [-0.6402, -1.3159, -4.2487], [1.2490, -2.8832, -3.9963], [3.1263, -2.9043, -5.7561], [2.9032, -4.0276, -0.1521], [1.7747, -4.6445, 0.2350], [1.1592, -4.4608, 1.5058], [1.7979, -3.6475, 2.4915], [3.0329, -3.0858, 2.0892], [3.5062, -3.2866, 0.7869], [1.2834, -5.2310, -0.5272], [0.1971, -4.9106, 1.7421], [1.3752, -3.4960, 3.4811], [3.5953, -2.5048, 2.8094], [4.3994, -2.7562, 0.5278], [5.6921, 1.1328, 0.0665], [5.8803, 2.4338, 0.4179], [4.8271, 3.3151, 0.7580], [3.5310, 2.8379, 0.8437], [3.3322, 1.5187, 0.4770], [4.4115, 0.6936, 0.0979], [6.9029, 2.7964, 0.3528], [5.0845, 4.3052, 1.1195], [2.7022, 3.4851, 1.0899], [2.3252, 1.1386, 0.5260], [4.2940, -0.3430, -0.1747], [-1.2270, -3.1362, 4.1984], [-1.3499, -3.6666, 5.3900], [-2.3807, -3.4923, 6.2960], [-3.4775, -2.7281, 5.8708], [-3.3923, -2.0663, 4.6255], [-2.2176, -2.3077, 3.8575], [-0.4917, -4.2631, 5.6743], [-2.3631, -4.0334, 7.2294], [-4.3260, -2.5205, 6.5088], [-4.1610, -1.4422, 4.1732], [-2.2234, -1.8262, 2.8849], [3.1902, 2.0998, -4.2546], [2.9982, 2.4887, -2.9877], [1.8462, 3.1902, -2.5457], [0.8702, 3.5443, -3.4558], [1.0766, 3.1566, -4.7804], [2.2222, 2.4463, -5.1531], [3.8669, 2.4330, -2.3499], [1.7270, 3.5398, -1.5255], [-0.0496, 3.9859, -3.0836], [0.3562, 3.4273, -5.5380], [2.3258, 2.0476, -6.1485], [3.2905, 0.6112, 4.8303], [3.0840, 1.8550, 4.3379], [1.9899, 2.2740, 3.5846], [1.0257, 1.3372, 3.2449], [1.1625, 0.0480, 3.7190], [2.2828, -0.2351, 4.4792], [3.8209, 2.6073, 4.5766], [1.8850, 3.2940, 3.2655], [0.1420, 1.5943, 2.6617], [0.4670, -0.7452, 3.4721], [2.4044, -1.2167, 4.9233], [-3.9074, 4.9354, 1.1072], [-3.4193, 4.5310, -0.0652], [-2.1758, 3.8746, -0.1702], [-1.4611, 3.5893, 0.9935], [-1.9566, 4.0129, 2.1917], [-3.1836, 4.6973, 2.2041], [-3.9450, 4.8154, -0.9720], [-1.8072, 3.5522, -1.1349], [-0.5448, 3.0125, 0.9628], [-1.4488, 3.8149, 3.1263], [-3.5876, 5.0696, 3.1301], [-3.0265, 1.4106, -4.7309], [-3.4112, 2.4294, -3.9080], [-4.3579, 2.2564, -2.9008], [-4.8491, 0.9801, -2.6994], [-4.4253, -0.0962, -3.4507], [-3.5268, 0.1863, -4.5065], [-2.9145, 3.3749, -4.0498], [-4.7502, 3.0627, -2.3011], [-5.5674, 0.7629, -1.9153], [-4.7594, -1.1060, -3.2240], [-3.2595, -0.6058, -5.2141], [-2.8383, -3.1680, -3.0316], [-2.8266, -2.8144, -1.7327], [-2.2028, -3.5485, -0.7054], [-1.5292, -4.6872, -1.0983], [-1.4502, -5.0585, -2.4295], [-2.1273, -4.2761, -3.3494], [-3.5564, -2.0973, -1.3868], [-2.1165, -3.3746, 0.3454], [-1.0588, -5.3465, -0.3705], [-0.8841, -5.9367, -2.7204], [-1.8216, -4.3920, -4.3921], [-6.9866, 0.5900, 1.3108], [-6.2234, 1.5305, 1.9411], [-4.8466, 1.4356, 2.2067], [-4.1283, 0.2821, 1.7868], [-4.8808, -0.6544, 1.0325], [-6.2562, -0.4571, 0.8636], [-6.7026, 2.4411, 2.2942], [-4.3724, 2.1964, 2.8137], [-3.0301, 0.2852, 1.8966], [-4.3764, -1.5310, 0.6592], [-6.8647, -1.1586, 0.3129], [-0.4336, 1.5807, 7.8254], [-0.4983, 1.2416, 6.5183], [-1.6697, 0.7605, 5.8961], [-2.8396, 0.6383, 6.6694], [-2.7584, 0.9096, 8.0276], [-1.5396, 1.3684, 8.5812], [0.4204, 1.3844, 5.9455], [-1.6404, 0.5425, 4.8299], [-3.7253, 0.2545, 6.1823], [-3.6127, 0.7362, 8.6919], [-1.4815, 1.7513, 9.5915], [-0.9047, -0.4163, 0.4259], [0.3339, -0.8438, 0.2103], [1.0940, -0.6190, -0.9635], [0.4914, 0.0966, -1.9924], [-0.7968, 0.5365, -1.7810], [-1.4459, 0.2640, -0.5904], [0.7458, -1.4378, 1.0266], [2.1118, -0.9975, -1.0562], [1.0017, 0.4259, -2.8909], [-1.3409, 1.1169, -2.5110], [-2.5032, 0.4719, -0.5882]],
  "relative_energy_kcal_mol": 24.9,
  "total_energy_ev": -87827.0387,
  "multiplicity": 1,
  "lumo_energy_ev": 0.3
}

=====

(5)
{
  "formula": "C26H35MoN2O2P2SeSi",
  "method": "wB97M-V/def2-TZVPD",
  "symbols": ["Mo", "O", "C", "O", "C", "C", "C", "C", "C", "C", "N", "C", "C", "C", "C", "C", "C", "N", "H", "H", "H", "H", "H", "H", "H", "H", "H", "H", "C", "P", "C", "C", "C", "C", "C", "C", "C", "P", "C", "C", "H", "H", "H", "H", "H", "H", "H", "H", "H", "H", "H", "H", "H", "H", "H", "H", "C", "Si", "C", "C", "Se", "H", "H", "H", "H", "H", "H", "H", "H", "H"],
  "xyz": [[-0.3772, 0.6336, -0.3815], [-0.7176, -4.2163, 5.4163], [-1.4593, -3.1288, 5.5274], [-2.1135, -2.8968, 6.5017], [-1.4672, -2.1396, 4.3686], [-0.6649, -2.2332, 3.2327], [-0.7492, -1.2711, 2.2444], [-1.6502, -0.1993, 2.3304], [-2.4445, -0.1071, 3.4857], [-2.3384, -1.0561, 4.4829], [-1.6800, 0.7080, 1.2622], [-2.4279, 1.7927, 1.3037], [-2.3418, 2.6917, 0.2230], [-3.0598, 3.9010, 0.1740], [-2.9371, 4.7148, -0.9243], [-2.1112, 4.2991, -1.9813], [-1.4262, 3.1158, -1.8750], [-1.4947, 2.3098, -0.7915], [-0.2349, -4.3362, 4.5897], [0.0300, -3.0503, 3.0956], [-0.0833, -1.3458, 1.3739], [-3.1396, 0.7035, 3.6380], [-2.9448, -0.9893, 5.3757], [-3.0868, 2.0212, 2.1310], [-3.6991, 4.1664, 1.0026], [-3.4681, 5.6506, -0.9828], [-2.0199, 4.8999, -2.8731], [-0.7854, 2.7804, -2.6846], [1.1698, 1.4552, -3.8809], [0.8456, 0.2458, -2.5488], [2.5465, -0.2790, -2.0989], [0.2340, -1.2485, -3.3876], [0.7668, -1.6382, -4.6132], [0.3809, -2.8343, -5.1943], [-0.5240, -3.6591, -4.5447], [-1.0797, -3.2720, -3.3361], [-0.7146, -2.0613, -2.7519], [-1.4745, -1.4911, -1.1918], [-1.8881, -3.0142, -0.2757], [-3.1112, -0.8571, -1.7218], [2.0080, 1.1261, -4.4966], [1.4381, 2.4167, -3.4406], [0.2931, 1.5785, -4.5183], [3.0420, -0.7108, -2.9708], [2.5085, -1.0260, -1.2978], [3.1075, 0.5916, -1.7491], [1.4853, -1.0104, -5.1185], [0.7991, -3.1289, -6.1442], [-0.7972, -4.6085, -4.9770], [-1.7828, -3.9291, -2.8482], [-2.6419, -3.5733, -0.8333], [-2.2980, -2.7647, 0.7041], [-0.9953, -3.6313, -0.1542], [-3.6022, -1.5981, -2.3589], [-2.9960, 0.0758, -2.2874], [-3.7309, -0.6789, -0.8370], [4.9500, 2.5572, 0.7110], [4.3385, 1.6262, 2.2331], [4.6317, -0.2365, 2.2971], [3.4359, 2.5079, 3.6299], [1.4571, 1.1882, 0.8436], [5.9375, 2.9896, 0.8754], [4.2855, 3.3824, 0.4531], [5.0389, 1.9012, -0.1556], [5.5671, -0.4771, 2.8038], [4.6969, -0.6705, 1.2991], [3.8383, -0.7466, 2.8425], [4.1148, 2.8762, 4.3998], [2.7282, 1.8382, 4.1212], [2.8830, 3.3701, 3.2538]],
  "relative_energy_kcal_mol": 10.2,
  "total_energy_ev": -128239.0810,
  "total_charge": 3,
  "multiplicity": 1,
  "lumo_energy_ev": [-10.6, -10.6]
}

=====

(6)
{
  "formula": "C6H9N3",
  "method": "wB97M-V/def2-TZVPD",
  "symbols": ["C", "C", "C", "C", "C", "C", "H", "H", "H", "H", "H", "H", "H", "H", "H", "N", "N", "N"],
  "xyz": [[1.3077, -1.5271, 2.4307], [0.2761, -1.2369, 1.3928], [-0.0008, 0.4013, -0.4888], [-1.8773, 0.3973, -1.7050], [-1.4429, 1.5291, -2.4468], [-0.2257, 2.0265, -1.9407], [1.0183, -2.6388, 3.1641], [2.2829, -1.7014, 1.9436], [1.5095, -0.6225, 2.9891], [0.1406, -2.0944, 0.7591], [-0.5367, -0.7203, 1.8447], [1.7215, 0.4194, 0.8778], [-2.6812, -0.0529, -2.1476], [-1.7416, 2.0404, -3.2186], [0.1975, 2.7450, -2.3220], [0.7514, -0.1432, 0.5831], [-1.1908, -0.2745, -0.7055], [0.4916, 1.4531, -1.0099]],
  "relative_energy_kcal_mol": 57.0,
  "total_energy_ev": -10835.1565,
  "multiplicity": 1,
  "lumo_energy_ev": 0.8
}